# 1
90
Properties=species:S:1:pos:R:3 method="wB97M-V/def2-TZVPD" lumo_ev="2.4 / 0.6" multiplicity=3 total_energy_ev=-251687.38288 charge=-1 homo_ev="0.801 / -6.082"
Cu 1.099 0.097 0.519
Br 1.667 2.419 1.624
Br 2.356 -2.225 0.604
O -0.186 -0.495 2.351
P -0.519 -0.558 3.850
N 0.794 -0.427 4.939
C 0.790 -1.027 6.297
C 1.710 0.709 4.758
N -1.233 -2.151 4.137
C -0.388 -3.359 3.913
C -2.465 -2.459 3.411
N -1.676 0.598 4.461
C -2.053 0.863 5.869
C -2.374 1.524 3.542
H 0.903 -0.420 7.195
H 1.586 -1.762 6.413
H -0.035 -1.710 6.498
H 2.282 0.875 5.671
H 1.266 1.677 4.528
H 2.327 0.490 3.886
H 0.605 -3.172 4.323
H -0.770 -4.189 4.507
H -0.321 -3.729 2.890
H -3.080 -3.305 3.715
H -2.991 -1.529 3.193
H -2.118 -3.035 2.554
H -1.541 1.760 6.219
H -3.128 0.692 5.928
H -2.017 -0.067 6.436
H -3.375 1.890 3.771
H -2.375 1.017 2.577
H -1.805 2.442 3.392
O -0.764 -0.188 -0.545
P -2.126 -0.345 -1.172
N -2.395 -1.994 -1.422
C -3.737 -2.260 -2.033
C -1.944 -3.013 -0.406
N -2.297 0.458 -2.660
C -1.184 0.966 -3.467
C -3.575 0.887 -3.208
N -3.413 0.354 -0.239
C -4.057 -0.522 0.828
C -3.639 1.826 -0.092
H -3.819 -3.330 -2.224
H -3.938 -1.800 -3.001
H -4.606 -2.054 -1.408
H -2.655 -2.927 0.416
H -0.905 -2.968 -0.077
H -2.060 -3.933 -0.978
H -0.550 1.655 -2.909
H -0.623 0.090 -3.793
H -1.630 1.607 -4.228
H -4.323 0.221 -2.779
H -3.865 1.906 -2.951
H -3.581 0.771 -4.291
H -3.458 -1.258 1.364
H -4.375 0.071 1.686
H -4.896 -1.113 0.461
H -4.303 2.031 0.749
H -4.031 2.399 -0.932
H -2.644 2.211 0.128
O 2.224 1.103 -1.220
P 3.042 1.084 -2.499
N 3.158 2.633 -3.248
C 3.954 2.844 -4.498
C 2.743 3.858 -2.627
N 2.286 0.101 -3.692
C 2.230 -1.286 -3.507
C 1.927 0.405 -5.100
N 4.578 0.424 -2.300
C 5.307 0.344 -1.036
C 5.378 -0.148 -3.403
H 4.536 3.764 -4.547
H 3.196 2.893 -5.279
H 4.566 1.953 -4.647
H 2.591 4.622 -3.390
H 3.419 4.297 -1.894
H 1.814 3.611 -2.114
H 1.765 -1.542 -2.555
H 1.678 -1.886 -4.230
H 3.242 -1.668 -3.373
H 1.515 1.411 -5.019
H 2.891 0.514 -5.597
H 1.219 -0.259 -5.597
H 6.196 -0.263 -1.203
H 5.676 1.353 -0.851
H 4.616 -0.135 -0.342
H 6.387 0.247 -3.524
H 4.790 -0.253 -4.315
H 5.539 -1.203 -3.181

=====

# 2
90
Properties=species:S:1:pos:R:3 method="wB97M-V/def2-TZVPD" lumo_ev="0.6 / -0.8" multiplicity=2 total_energy_ev=-251688.86438 homo_ev="-7.808 / -7.755"
Cu -0.943 -0.651 -0.320
Br -2.920 -1.214 1.208
Br -0.285 -0.573 -2.910
O -1.832 1.239 -0.833
P -2.676 2.339 -1.392
N -3.806 1.957 -2.613
C -4.725 0.762 -2.470
C -4.247 2.765 -3.731
N -1.677 3.623 -2.052
C -1.844 5.003 -1.548
C -0.759 3.421 -3.151
N -3.636 2.942 -0.170
C -4.876 3.740 -0.354
C -3.106 2.838 1.295
H -4.260 -0.024 -1.875
H -5.087 0.416 -3.438
H -5.463 0.966 -1.694
H -3.756 3.729 -3.602
H -5.303 2.970 -3.555
H -3.963 2.291 -4.670
H -0.955 5.569 -1.828
H -2.691 5.272 -2.178
H -2.106 4.995 -0.490
H -0.467 4.349 -3.643
H 0.081 2.830 -2.786
H -1.182 2.779 -3.922
H -4.624 4.634 -0.925
H -5.631 3.263 -0.978
H -5.334 3.866 0.627
H -2.591 3.798 1.291
H -2.533 1.911 1.241
H -3.817 2.763 2.117
O 0.317 0.699 0.749
P 1.645 1.374 0.930
N 1.599 2.727 1.881
C 2.830 3.561 2.023
C 0.649 2.967 2.931
N 2.534 1.841 -0.521
C 2.472 3.165 -0.995
C 3.278 0.966 -1.430
N 2.745 0.369 1.885
C 4.197 0.530 1.871
C 2.385 -0.601 2.851
H 3.770 3.127 1.684
H 3.060 3.705 3.079
H 2.555 4.480 1.505
H -0.271 2.398 2.797
H 0.209 3.962 2.859
H 1.061 2.921 3.939
H 1.852 3.772 -0.337
H 3.473 3.596 -0.972
H 2.085 3.096 -2.012
H 2.997 1.053 -2.479
H 4.336 1.229 -1.435
H 3.170 -0.077 -1.131
H 4.659 0.968 2.756
H 4.735 -0.373 1.584
H 4.508 1.249 1.113
H 3.203 -1.272 3.113
H 1.504 -1.026 2.371
H 2.041 -0.145 3.780
O 0.026 -2.421 0.270
P 0.554 -3.841 0.381
N 2.124 -4.100 -0.190
C 2.876 -3.014 -0.980
C 2.901 -5.291 0.190
N -0.313 -5.016 -0.521
C -1.604 -4.689 -1.068
C 0.136 -6.474 -0.746
N 0.580 -4.417 1.967
C 0.981 -3.551 3.134
C -0.196 -5.529 2.512
H 3.817 -3.345 -1.418
H 3.071 -2.353 -0.135
H 2.228 -2.465 -1.664
H 2.997 -5.979 -0.650
H 2.538 -5.718 1.125
H 3.852 -4.885 0.533
H -1.460 -4.793 -2.144
H -2.359 -5.379 -0.690
H -1.912 -3.697 -0.739
H 0.978 -6.532 -1.435
H 0.320 -6.977 0.203
H -0.694 -7.013 -1.203
H 0.405 -2.664 3.399
H 1.049 -4.141 4.048
H 1.905 -3.062 2.825
H -1.204 -5.140 2.658
H 0.238 -5.954 3.417
H -0.422 -6.388 1.880

=====

# 3
89
Properties=species:S:1:pos:R:3 method="wB97M-V/def2-TZVPD" lumo_ev="-3.0 / -6.1" multiplicity=2 total_energy_ev=-181642.67933 charge=+1 homo_ev="-9.880 / -9.880"
Cu 0.499 1.177 1.862
Br -0.186 0.221 -0.361
O -2.481 -2.504 -6.098
P -2.009 -2.356 -4.715
N -0.351 -2.547 -4.593
C 0.375 -3.065 -5.768
C 0.478 -1.825 -3.648
N -2.722 -3.358 -3.608
C -3.354 -4.601 -4.035
C -2.544 -3.207 -2.184
N -2.243 -0.829 -4.063
C -3.433 -0.473 -3.304
C -1.485 0.352 -4.402
H 0.425 -2.201 -6.445
H -0.183 -3.820 -6.310
H 1.387 -3.339 -5.483
H 1.119 -2.567 -3.161
H -0.129 -1.262 -2.948
H 1.161 -1.119 -4.139
H -2.675 -5.451 -3.907
H -4.164 -4.812 -3.330
H -3.707 -4.489 -5.055
H -1.866 -2.383 -1.945
H -3.503 -2.885 -1.762
H -2.126 -4.071 -1.663
H -4.059 0.270 -3.798
H -4.020 -1.371 -3.115
H -3.149 -0.130 -2.298
H -0.614 0.031 -4.978
H -1.148 0.930 -3.534
H -2.047 1.019 -5.065
O -0.228 -0.537 2.774
P -0.469 -1.927 3.280
N 0.555 -3.044 2.631
C 1.190 -2.904 1.325
C 1.004 -4.259 3.321
N -2.008 -2.418 2.917
C -2.544 -3.648 3.501
C -2.509 -2.169 1.574
N -0.383 -2.066 4.915
C -1.539 -1.580 5.707
C 0.844 -2.206 5.684
H 0.738 -3.636 0.645
H 2.258 -3.125 1.371
H 1.017 -1.932 0.871
H 2.090 -4.245 3.467
H 0.833 -5.140 2.698
H 0.485 -4.280 4.272
H -3.590 -3.491 3.748
H -2.346 -4.467 2.795
H -1.996 -4.046 4.357
H -3.546 -2.484 1.477
H -2.511 -1.101 1.348
H -1.890 -2.648 0.806
H -1.204 -0.635 6.140
H -2.381 -1.474 5.033
H -1.771 -2.296 6.496
H 1.187 -1.238 6.053
H 1.646 -2.612 5.070
H 0.670 -2.948 6.464
O 1.563 2.881 1.371
P 2.049 4.142 0.731
N 1.905 5.464 1.711
C 0.949 6.557 1.624
C 2.316 5.143 3.098
N 1.348 4.515 -0.722
C 1.644 5.709 -1.475
C 0.045 3.941 -1.001
N 3.692 4.052 0.536
C 4.510 5.168 0.077
C 4.268 2.766 0.209
H 1.244 7.268 0.853
H 0.772 7.032 2.583
H -0.028 6.197 1.276
H 2.735 6.068 3.496
H 3.047 4.345 3.168
H 1.433 4.900 3.695
H 1.250 5.653 -2.489
H 1.036 6.540 -1.079
H 2.653 6.099 -1.451
H -0.755 4.678 -0.857
H -0.076 3.677 -2.059
H -0.139 2.995 -0.505
H 4.075 6.146 0.254
H 5.499 5.034 0.516
H 4.645 5.090 -1.010
H 3.717 1.938 0.649
H 5.226 2.684 0.745
H 4.526 2.541 -0.830

=====

# 4
89
Properties=species:S:1:pos:R:3 method="wB97M-V/def2-TZVPD" lumo_ev="-0.4 / -0.7" multiplicity=4 total_energy_ev=-102596.15506 homo_ev="-6.935 / -7.143"
Ti 0.447 0.126 1.124
Cl 1.489 -0.605 4.591
O 1.617 3.633 -0.642
P 1.719 5.131 -0.825
N 2.382 5.910 0.568
C 2.875 5.187 1.797
C 2.699 7.320 0.537
N 0.219 5.948 -1.017
C -1.023 5.487 -0.328
C 0.153 7.398 -1.377
N 2.723 5.544 -2.219
C 2.225 5.745 -3.659
C 4.211 5.609 -2.039
H 3.964 5.239 1.796
H 2.628 4.131 1.690
H 2.496 5.522 2.763
H 1.946 7.866 1.106
H 2.835 7.802 -0.431
H 3.674 7.406 1.018
H -1.812 6.237 -0.383
H -1.437 4.663 -0.908
H -0.924 5.159 0.707
H 0.296 7.887 -0.414
H 0.902 7.677 -2.118
H -0.815 7.767 -1.718
H 2.771 6.450 -4.286
H 2.220 4.812 -4.222
H 1.178 6.046 -3.695
H 4.740 5.531 -2.989
H 4.429 4.673 -1.525
H 4.589 6.562 -1.669
O 2.032 -3.104 -0.988
P 2.872 -4.176 -1.591
N 4.314 -3.617 -2.243
C 5.030 -4.349 -3.339
C 4.661 -2.205 -2.004
N 1.945 -5.022 -2.784
C 1.473 -4.214 -3.931
C 0.921 -6.000 -2.351
N 3.372 -5.323 -0.489
C 4.261 -6.356 -0.829
C 3.429 -5.136 1.015
H 5.685 -3.666 -3.880
H 4.316 -4.908 -3.944
H 5.752 -5.034 -2.895
H 3.852 -1.598 -1.599
H 5.071 -1.797 -2.928
H 5.423 -2.179 -1.225
H 1.185 -4.893 -4.734
H 0.531 -3.693 -3.758
H 2.180 -3.505 -4.361
H 1.524 -6.686 -1.757
H 0.223 -5.456 -1.714
H 0.472 -6.582 -3.156
H 4.096 -6.622 -1.873
H 5.262 -5.942 -0.709
H 4.150 -7.245 -0.208
H 2.421 -4.839 1.304
H 4.258 -4.565 1.433
H 3.408 -6.034 1.632
O -3.532 -0.178 1.264
P -4.537 -0.895 2.104
N -4.067 -2.472 2.661
C -4.764 -3.267 3.700
C -3.014 -3.216 1.912
N -5.949 -1.303 1.174
C -7.173 -1.820 1.835
C -6.076 -1.171 -0.264
N -5.045 -0.051 3.483
C -6.080 1.017 3.456
C -4.200 0.033 4.719
H -4.856 -2.727 4.642
H -4.242 -4.179 3.990
H -5.742 -3.562 3.320
H -1.993 -2.909 2.139
H -3.093 -3.122 0.829
H -2.956 -4.234 2.297
H -7.033 -1.780 2.915
H -8.029 -1.146 1.805
H -7.491 -2.768 1.402
H -5.469 -1.864 -0.846
H -7.110 -1.307 -0.582
H -5.899 -0.147 -0.593
H -5.830 1.653 2.607
H -7.090 0.620 3.352
H -6.139 1.598 4.376
H -3.704 -0.931 4.831
H -4.847 0.099 5.594
H -3.577 0.911 4.548

=====

# 5
82
Properties=species:S:1:pos:R:3 method="wB97M-V/def2-TZVPD" lumo_ev=0.4 total_energy_ev=-38898.68890 homo_ev=-9.200 smiles=COC[C@H](C)N.COC[C@H](C)N.CCO.CCO.CCO.CCO.CCO.O
O -5.689 11.443 -10.009
H -6.541 11.819 -10.249
H -5.662 11.507 -9.035
C -11.585 10.387 -7.177
C -12.772 9.540 -6.812
C -13.513 8.973 -8.003
O -13.982 10.062 -8.778
C -14.618 9.650 -9.965
N -12.339 8.483 -5.896
H -11.109 10.905 -6.344
H -11.838 11.122 -7.947
H -10.797 9.832 -7.701
H -13.545 10.165 -6.329
H -14.308 8.293 -7.672
H -12.814 8.407 -8.641
H -15.668 9.395 -9.817
H -14.054 8.835 -10.438
H -14.542 10.429 -10.729
H -13.099 7.878 -5.621
H -11.845 8.860 -5.104
C -14.112 16.195 -7.260
C -13.566 14.780 -7.328
C -13.343 14.033 -6.021
O -12.581 14.929 -5.207
C -11.861 14.287 -4.190
N -14.332 13.972 -8.291
H -13.597 16.959 -6.688
H -15.140 16.161 -6.877
H -14.233 16.530 -8.294
H -12.539 14.880 -7.712
H -12.835 13.084 -6.235
H -14.225 13.799 -5.405
H -12.472 13.752 -3.456
H -11.213 15.042 -3.742
H -11.150 13.536 -4.579
H -14.039 14.176 -9.238
H -14.162 12.983 -8.138
C -3.018 11.263 -7.418
C -1.721 12.065 -7.296
O -1.321 12.669 -8.504
H -2.893 10.710 -8.350
H -3.865 11.941 -7.546
H -3.287 10.678 -6.542
H -0.909 11.383 -7.047
H -1.802 12.798 -6.487
H -1.978 13.293 -8.826
C -6.280 6.974 -8.242
C -7.342 8.030 -8.495
O -7.770 8.632 -7.245
H -6.050 6.348 -9.109
H -6.494 6.266 -7.438
H -5.330 7.454 -7.998
H -8.240 7.624 -8.963
H -6.885 8.832 -9.077
H -8.622 8.225 -7.066
C -6.381 15.366 -3.477
C -5.604 15.132 -2.179
O -5.425 16.346 -1.446
H -6.836 14.381 -3.648
H -5.748 15.691 -4.296
H -7.274 15.991 -3.417
H -4.610 14.801 -2.507
H -6.048 14.318 -1.605
H -5.301 16.100 -0.523
C -8.352 11.852 -6.018
C -6.918 12.308 -6.246
O -6.372 11.441 -7.250
H -8.892 12.147 -6.922
H -8.814 12.556 -5.312
H -8.423 10.804 -5.755
H -6.275 12.183 -5.365
H -6.908 13.365 -6.508
H -6.531 10.552 -6.901
C -4.703 8.568 -4.868
C -4.948 7.401 -3.937
O -4.621 7.802 -2.595
H -3.652 8.841 -4.933
H -5.364 9.387 -4.590
H -4.994 8.229 -5.866
H -4.370 6.522 -4.237
H -6.003 7.108 -3.959
H -4.560 6.989 -2.082